{"formula": "C35H37F5OP2RuTe", "method": "the ωB97M-V functional and the def2-TZVPD basis", "e_lumo_ha": [-0.2331, -0.4069], "max_force_ev_per_a": 6.43, "s2": 6.024, "multiplicity": 5, "charge": 2, "orbital_gap_ev": [7.911, 2.565], "symbols": ["Ru", "C", "C", "C", "C", "C", "C", "C", "C", "C", "H", "H", "H", "H", "H", "H", "H", "H", "H", "H", "H", "H", "H", "H", "H", "P", "P", "C", "C", "C", "C", "C", "C", "C", "C", "C", "C", "C", "C", "C", "C", "C", "C", "C", "C", "C", "C", "C", "C", "C", "C", "C", "C", "H", "H", "H", "H", "H", "H", "H", "H", "H", "H", "H", "H", "H", "H", "H", "H", "H", "H", "H", "H", "H", "H", "F", "Te", "F", "F", "F", "F", "O"], "xyz": [[-0.0961, 0.3999, -0.6764], [-1.8194, 0.8533, -6.6663], [-1.8367, -0.4545, -6.3781], [-1.0717, -1.4939, -7.1562], [0.3420, -1.1073, -7.6543], [1.1853, -0.2862, -6.7144], [1.2197, 1.0458, -6.7020], [0.3598, 1.9201, -7.5628], [-1.0806, 1.4317, -7.8476], [1.4976, 0.3164, 0.6847], [-2.4242, 1.5690, -6.1104], [-2.5244, -0.8312, -5.6147], [-1.6585, -1.8062, -8.0405], [-0.9677, -2.4021, -6.5386], [0.8934, -2.0485, -7.8369], [0.2619, -0.6194, -8.6359], [1.8754, -0.8848, -6.1156], [2.0261, 1.5953, -6.2037], [0.8613, 2.0828, -8.5362], [0.2881, 2.9144, -7.0948], [-1.6526, 2.3093, -8.2002], [-1.0604, 0.7276, -8.6906], [1.2317, 1.0704, 1.4404], [2.5268, 0.4864, 0.3309], [1.4308, -0.6801, 1.1447], [-1.4879, -0.6745, -2.0137], [1.5703, 0.0579, -2.0196], [-0.5185, -0.8845, -3.5202], [0.8176, -0.6112, -3.5112], [-2.4021, -2.1931, -1.7021], [-2.7861, -3.0209, -2.7686], [-3.5746, -4.1462, -2.5180], [-3.9570, -4.4692, -1.2098], [-3.5486, -3.6603, -0.1461], [-2.7600, -2.5362, -0.3902], [-2.6860, 0.6943, -2.2187], [-2.2007, 1.9991, -2.1144], [-3.0656, 3.0783, -2.3463], [-4.4175, 2.8437, -2.5980], [-4.9156, 1.5350, -2.6073], [-4.0580, 0.4537, -2.3904], [3.0378, -0.9778, -1.7033], [2.8339, -2.2140, -1.0745], [3.9263, -3.0357, -0.7881], [5.2226, -2.6089, -1.0896], [5.4285, -1.3565, -1.6847], [4.3391, -0.5287, -1.9808], [2.1525, 1.7643, -2.3311], [2.2436, 2.7118, -1.3040], [2.7458, 3.9836, -1.5961], [3.0952, 4.3171, -2.9026], [2.9535, 3.3783, -3.9346], [2.4886, 2.0948, -3.6438], [-1.0411, -1.2140, -4.4188], [1.4775, -0.8150, -4.3547], [-2.4668, -2.7833, -3.7801], [-3.8881, -4.7712, -3.3533], [-4.5708, -5.3564, -1.0256], [-3.8474, -3.9051, 0.8730], [-2.4269, -1.9138, 0.4290], [-1.1523, 2.1457, -1.7847], [-2.6829, 4.0974, -2.3262], [-5.0973, 3.6853, -2.7747], [-5.9752, 1.3572, -2.7839], [-4.4404, -0.5672, -2.3291], [1.8265, -2.5152, -0.7885], [3.7692, -4.0125, -0.3331], [6.0832, -3.2476, -0.8621], [6.4403, -1.0212, -1.9253], [4.4946, 0.4647, -2.4093], [1.9093, 2.4546, -0.3005], [2.8601, 4.7111, -0.7926], [3.4760, 5.3145, -3.1332], [3.2094, 3.6343, -4.9607], [2.3570, 1.3400, -4.4153], [-2.9913, -1.4259, 2.4386], [-1.5932, -0.1497, 2.7172], [-0.3395, -1.5813, 2.5190], [-2.9194, 1.1680, 3.0413], [-0.2135, 1.0735, 3.2205], [-1.6721, -0.6429, 4.5688], [-1.5540, 0.3108, 0.8968]]}